{"formula": "CH2O3", "method": "ωB97M-V/def2-TZVPD", "symbols": ["C", "O", "O", "O", "H", "H"], "coordinates": [[0.40, -0.43, -0.14], [-0.80, -0.48, -0.14], [-2.62, 0.31, 0.14], [1.22, 0.59, 0.16], [0.95, -1.42, -0.22], [0.85, 1.44, 0.19]], "mulliken_charge": [0.24, -0.38, -0.08, -0.39, 0.29, 0.33], "e_tot_ha": -264.8225, "molar_mass_g_mol": 62.0, "homo_ev": [-11.27, -11.17], "multiplicity": 1, "orbital_gap_ev": [10.05, 10.06], "charge": 0}